1.
64
Properties=species:S:1:pos:R:3 method="wB97M-V/def2-TZVPD" total_charge=0 molar_mass_g_mol=719.379 smiles="C#CN1c2cc(I)ccc2Sc2c([C@H](C)F)cc(P(=O)(O)O)cc21.C[N+](=O)[O-].C[N+](=O)[O-].C[N+](=O)[O-].C[N+](=O)[O-]"
C 0.386 -4.267 -0.021
C 0.784 -3.252 -0.779
N 1.046 -1.896 -1.292
C 2.172 -1.217 -0.598
C 3.052 -1.895 0.561
C 4.266 -1.128 1.277
I 5.424 -2.068 2.879
C 4.669 0.344 0.874
C 3.829 1.032 -0.284
C 2.631 0.276 -0.981
S 1.583 1.081 -2.323
C -0.138 0.469 -1.871
C -1.404 1.407 -1.947
C -1.330 2.950 -2.401
C -0.667 3.140 -3.865
F -0.438 3.638 -1.451
C -2.854 0.860 -1.530
C -2.944 -0.649 -1.078
P -4.620 -1.429 -0.559
O -4.691 -2.889 -1.112
O -5.975 -0.566 -1.176
O -4.791 -1.531 1.152
C -1.648 -1.591 -1.005
C -0.180 -1.063 -1.376
H 0.064 -5.135 0.682
H 2.859 -2.965 0.925
H 5.520 0.924 1.378
H 4.075 2.105 -0.625
H -2.361 3.470 -2.287
H 0.486 3.236 -3.804
H -1.014 2.273 -4.559
H -1.042 4.172 -4.258
H -3.792 1.540 -1.547
H -5.675 0.334 -1.494
H -3.967 -1.216 1.608
H -1.841 -2.671 -0.670
C -2.704 -4.259 3.575
N -1.439 -3.606 3.147
O -1.477 -2.406 2.912
O -0.448 -4.323 3.060
H -3.493 -3.509 3.607
H -2.938 -5.033 2.844
H -2.536 -4.685 4.564
C 4.606 0.526 -5.743
N 3.502 1.500 -5.536
O 2.681 1.618 -6.436
O 3.499 2.113 -4.477
H 4.483 0.058 -6.720
H 5.545 1.077 -5.695
H 4.541 -0.218 -4.948
C -7.497 0.948 2.661
N -6.573 2.047 2.274
O -7.028 2.944 1.575
O -5.422 1.972 2.685
H -8.478 1.144 2.229
H -7.082 0.018 2.271
H -7.551 0.932 3.749
C 6.689 2.262 5.107
N 5.874 2.092 3.875
O 4.715 1.730 4.015
O 6.430 2.329 2.808
H 6.073 2.019 5.972
H 7.538 1.582 5.035
H 7.015 3.301 5.145

---

2.
51
Properties=species:S:1:pos:R:3 method="wB97M-V/def2-TZVPD" e_above_lowest_kcal_mol=0.0 total_charge=0 molar_mass_g_mol=396.449 smiles="C[C@@H]1[C@@H](P(=O)(O)O)NC(=O)[C@]1(S)CN.c1ccccc1.c1ccccc1"
C -1.473 -0.632 1.604
C -0.464 -0.419 0.477
C 0.895 -1.035 0.881
P 1.898 -1.757 -0.482
O 2.620 -2.962 -0.060
O 2.870 -0.615 -1.000
O 0.861 -2.060 -1.665
N 1.535 0.076 1.579
C 1.220 1.262 0.973
O 1.873 2.279 1.016
C -0.100 1.076 0.223
S 0.298 1.434 -1.521
C -1.108 2.111 0.737
N -2.377 2.033 0.006
H -1.673 -1.699 1.702
H -1.086 -0.280 2.562
H -2.416 -0.135 1.387
H -0.836 -0.897 -0.425
H 0.776 -1.898 1.539
H 2.438 0.164 -1.378
H 1.071 -2.951 -1.979
H 2.492 -0.012 1.895
H -0.865 0.939 -1.965
H -1.272 1.951 1.804
H -0.631 3.085 0.622
H -3.158 2.118 0.643
H -2.457 2.812 -0.635
C -1.180 5.891 5.739
C -2.107 5.368 4.848
C -1.674 4.674 3.726
C -0.316 4.503 3.496
C 0.611 5.027 4.387
C 0.178 5.721 5.508
H -1.517 6.433 6.613
H -3.167 5.501 5.028
H -2.397 4.270 3.028
H 0.028 3.966 2.622
H 1.669 4.891 4.204
H 0.900 6.131 6.202
C 0.256 -4.457 -6.109
C -0.321 -5.707 -6.284
C 0.092 -6.779 -5.504
C 1.082 -6.603 -4.546
C 1.659 -5.353 -4.371
C 1.246 -4.280 -5.153
H -0.065 -3.621 -6.718
H -1.093 -5.847 -7.029
H -0.357 -7.754 -5.644
H 1.404 -7.438 -3.938
H 2.436 -5.214 -3.629
H 1.703 -3.308 -5.017

---

3.
118
Properties=species:S:1:pos:R:3 method="wB97M-V/def2-TZVPD" e_above_lowest_kcal_mol=34.9 total_charge=+1 molar_mass_g_mol=1024.562
Y 0.540 0.277 -0.174
C 2.144 -4.095 -1.414
C 1.261 -3.061 -0.764
O 1.622 -1.883 -0.862
C 0.039 -3.476 -0.083
C -0.530 -4.728 -0.368
C -1.747 -5.101 0.151
C -2.405 -4.206 1.007
C -1.852 -2.987 1.329
C -0.614 -2.588 0.792
O -0.097 -1.429 1.109
H 3.102 -3.637 -1.647
H 1.680 -4.437 -2.345
H 2.286 -4.973 -0.782
H -0.013 -5.406 -1.037
H -2.184 -6.059 -0.095
H -3.364 -4.482 1.432
H -2.336 -2.307 2.019
O 4.073 1.055 0.018
N 3.703 -0.282 -0.148
C 3.731 -0.934 0.948
C 4.089 -0.477 2.312
C 4.996 -1.278 3.005
C 5.420 -0.928 4.274
C 4.899 0.213 4.872
C 3.955 0.976 4.205
C 3.545 0.661 2.910
P 2.170 1.603 2.112
C 2.886 3.242 1.740
C 2.795 3.719 0.433
C 3.345 4.942 0.078
C 3.986 5.715 1.039
C 4.068 5.261 2.349
C 3.522 4.032 2.695
C 1.081 1.830 3.555
C 0.488 0.672 4.063
C -0.388 0.745 5.134
C -0.684 1.978 5.709
C -0.108 3.133 5.197
C 0.769 3.059 4.120
H 4.147 1.380 -0.893
H 3.500 -1.984 0.806
H 5.374 -2.178 2.534
H 6.135 -1.548 4.800
H 5.206 0.492 5.872
H 3.499 1.808 4.728
H 2.270 3.141 -0.321
H 3.276 5.286 -0.947
H 4.420 6.669 0.767
H 4.564 5.858 3.103
H 3.610 3.698 3.721
H 0.694 -0.294 3.609
H -0.841 -0.159 5.520
H -1.363 2.036 6.549
H -0.345 4.096 5.631
H 1.197 3.971 3.718
C -5.298 -2.355 -0.674
C -5.922 -1.569 0.476
C -5.591 -2.192 1.829
C -5.544 -0.092 0.438
N -4.087 0.139 0.376
C -3.277 0.153 -0.674
N -2.061 0.355 -0.243
N -2.131 0.458 1.102
N -3.351 0.333 1.490
H -5.726 -3.358 -0.719
H -4.218 -2.473 -0.544
H -5.478 -1.883 -1.645
H -7.008 -1.575 0.344
H -4.528 -2.094 2.057
H -5.834 -3.256 1.833
H -6.149 -1.718 2.638
H -5.883 0.426 1.333
H -5.975 0.405 -0.429
H -3.581 0.013 -1.699
C 3.304 1.794 -3.140
Ge 1.426 2.334 -3.364
C 1.473 4.260 -3.625
C 0.753 1.596 -5.029
C 0.315 1.908 -1.840
H 3.829 1.873 -4.096
H 3.428 0.763 -2.781
H 3.802 2.483 -2.447
H 2.180 4.554 -4.405
H 1.749 4.766 -2.696
H 0.477 4.603 -3.914
H 1.372 1.927 -5.866
H -0.260 1.976 -5.177
H 0.711 0.508 -5.031
H -0.659 1.687 -2.298
H 0.207 2.879 -1.342
N -0.945 6.293 0.798
N -0.962 4.952 1.189
N -1.829 4.490 2.059
C -1.534 3.194 2.027
N -0.541 2.912 1.171
N -0.190 4.082 0.641
H -1.170 6.827 1.630
H -0.001 6.475 0.475
H -2.016 2.469 2.659
N 1.331 -1.781 -4.023
C 0.076 -2.148 -3.703
S -0.880 -1.284 -2.615
N -0.354 -3.266 -4.340
C -1.601 -3.944 -4.139
C -1.567 -5.291 -3.816
C -2.755 -5.991 -3.643
C -3.970 -5.336 -3.783
C -3.993 -3.986 -4.116
C -2.810 -3.287 -4.305
H 1.775 -1.069 -3.458
H 1.938 -2.384 -4.553
H 0.314 -3.756 -4.914
H -0.613 -5.795 -3.698
H -2.726 -7.044 -3.393
H -4.896 -5.878 -3.646
H -4.940 -3.478 -4.247
H -2.820 -2.240 -4.578

---

no.,E (Eh),E_LUMO (eV),HOMO level (Eh)
1,-3014.197128,-0.474,-0.29116
2,-1851.035028,0.392,-0.34707
3,-5447.064942,-1.930,-0.36603